Record 1
{
  "formula": "H80O40",
  "method": "the ωB97M-V functional and the def2-TZVPD basis",
  "species": ["H", "H", "O", "H", "H", "O", "H", "H", "O", "H", "H", "O", "H", "H", "O", "H", "O", "H", "O", "H", "H", "O", "H", "H", "O", "H", "H", "O", "H", "H", "O", "H", "O", "H", "H", "O", "H", "H", "O", "H", "H", "O", "H", "H", "O", "H", "H", "O", "H", "H", "O", "H", "O", "H", "H", "O", "H", "O", "H", "H", "O", "H", "H", "O", "H", "H", "O", "H", "H", "O", "H", "H", "O", "H", "H", "O", "H", "H", "O", "H", "H", "O", "H", "H", "O", "H", "H", "O", "H", "O", "H", "H", "O", "H", "H", "H", "H", "H", "H", "O", "H", "H", "O", "H", "H", "O", "H", "H", "O", "H", "H", "O", "H", "H", "O", "H", "H", "O", "H", "H"],
  "coordinates": [[-0.596, -1.143, -5.152], [-1.681, -1.302, -4.063], [-1.468, -0.837, -4.872], [4.354, -3.548, -1.496], [5.108, -4.111, -0.373], [4.448, -3.427, -0.542], [-1.928, 2.689, 4.429], [-2.417, 2.123, 5.653], [-2.564, 2.002, 4.701], [-0.644, 0.656, 5.996], [-0.850, -0.035, 4.649], [-0.265, -0.044, 5.455], [-3.137, 2.460, -4.151], [-2.712, 1.024, -4.084], [-2.742, 1.829, -3.537], [-2.071, 0.297, 2.697], [-2.961, 0.650, 2.621], [-0.806, 0.131, -1.751], [-0.432, -0.478, -2.423], [-1.213, 0.590, 0.258], [-2.793, 0.413, 0.256], [-1.950, 0.001, 0.437], [3.691, -2.072, 3.066], [2.679, -0.773, 2.769], [3.175, -1.331, 3.371], [-0.466, -4.844, 2.697], [0.139, -5.552, 3.961], [-0.670, -5.226, 3.555], [0.782, -1.915, -5.941], [0.132, -2.925, -4.772], [0.866, -2.627, -5.313], [-0.642, 1.470, -5.571], [-0.733, 1.924, -6.415], [2.398, 4.092, -4.116], [3.071, 3.813, -2.745], [2.687, 3.393, -3.522], [1.813, 3.396, -0.011], [1.228, 4.586, 0.393], [0.921, 3.790, -0.062], [-1.330, -4.168, -2.398], [0.050, -4.589, -3.143], [-0.830, -4.231, -3.214], [1.975, 4.119, 2.717], [2.309, 2.782, 2.398], [2.483, 3.657, 2.034], [-4.947, -0.727, -2.366], [-5.470, -0.486, -1.017], [-5.678, -1.005, -1.802], [-2.632, -4.406, 2.186], [-2.276, -2.981, 1.456], [-2.035, -3.663, 2.105], [-0.745, -2.159, 3.886], [0.010, -1.994, 3.308], [4.390, 2.307, -4.359], [3.601, 0.931, -4.473], [4.413, 1.365, -4.204], [3.074, -1.727, 0.943], [2.612, -1.344, 0.196], [-0.095, -0.198, 3.134], [0.338, 1.000, 2.089], [-0.142, 0.740, 2.877], [-3.920, -2.834, -2.694], [-2.901, -1.967, -1.844], [-3.014, -2.753, -2.389], [4.404, 2.217, 2.992], [4.001, 1.659, 1.584], [4.257, 1.419, 2.483], [-1.988, -4.758, 1.321], [-1.786, -5.810, 0.348], [-1.561, -4.876, 0.461], [-0.479, 2.376, -0.127], [0.582, 1.767, -0.863], [-0.317, 1.518, -0.635], [-2.521, -0.016, -0.635], [-2.670, 0.677, -2.112], [-3.003, 0.031, -1.469], [1.041, 0.986, 0.784], [2.457, 0.871, 0.746], [1.798, 1.010, 1.438], [0.380, 2.210, 4.555], [1.260, 2.132, 3.327], [0.855, 2.759, 3.927], [2.752, 1.427, -2.278], [1.452, 0.605, -2.230], [2.130, 1.021, -1.670], [3.900, -0.654, -0.888], [4.442, -0.289, -2.401], [4.404, -0.064, -1.472], [-3.883, 2.712, 0.634], [-3.533, 3.445, 1.147], [-2.616, 3.594, -1.993], [-3.129, 5.052, -1.994], [-2.335, 4.515, -2.043], [0.251, -2.883, 3.037], [-3.086, 1.511, 3.059], [2.811, -1.608, -0.699], [-1.335, -0.622, -2.709], [-0.215, 2.728, -6.392], [-2.870, 3.047, 1.714], [0.492, -2.649, -0.535], [1.002, -1.989, -0.026], [-0.019, -3.190, 0.070], [0.531, 1.609, -3.920], [-0.379, 1.295, -3.906], [0.442, 2.554, -3.749], [2.414, 0.098, 5.564], [2.952, -0.025, 4.760], [1.487, 0.058, 5.262], [3.709, 2.044, -0.152], [3.731, 2.283, -1.073], [4.236, 1.232, -0.136], [2.742, 4.600, 4.622], [2.617, 3.835, 5.203], [1.843, 4.938, 4.739], [-4.366, -5.014, 0.187], [-3.701, -4.438, -0.209], [-4.991, -4.466, 0.668], [-3.660, -2.732, 0.221], [-3.420, -2.170, -0.526], [-4.508, -2.388, 0.512]],
  "e_above_lowest_ev": 14.802
}

---

Record 2
{
  "formula": "H80O40",
  "method": "the ωB97M-V functional and the def2-TZVPD basis",
  "species": ["H", "H", "O", "H", "H", "O", "H", "H", "O", "H", "H", "O", "H", "H", "O", "H", "O", "H", "O", "H", "H", "O", "H", "H", "O", "H", "H", "O", "H", "H", "O", "H", "O", "H", "H", "O", "H", "H", "O", "H", "H", "O", "H", "H", "O", "H", "H", "O", "H", "H", "O", "H", "O", "H", "H", "O", "H", "O", "H", "H", "O", "H", "H", "O", "H", "H", "O", "H", "H", "O", "H", "H", "O", "H", "H", "O", "H", "H", "O", "H", "H", "O", "H", "H", "O", "H", "H", "O", "H", "O", "H", "H", "O", "H", "H", "H", "H", "H", "H", "O", "H", "H", "O", "H", "H", "O", "H", "H", "O", "H", "H", "O", "H", "H", "O", "H", "H", "O", "H", "H"],
  "coordinates": [[2.986, 3.767, -2.411], [3.815, 2.494, -2.470], [3.317, 3.055, -1.804], [-5.322, 0.603, -0.967], [-3.896, 1.431, -1.030], [-4.835, 1.409, -1.059], [4.715, -4.300, -2.101], [3.217, -4.723, -2.531], [4.108, -4.953, -2.378], [3.828, -0.062, 1.309], [2.818, -0.240, 0.206], [2.981, -0.486, 1.108], [-0.186, 6.696, 0.648], [0.383, 5.859, -0.714], [0.358, 6.092, 0.190], [-1.822, 3.658, -4.784], [-1.942, 2.728, -4.850], [-1.495, 3.474, 1.125], [-1.104, 3.258, 0.149], [2.037, 5.721, -3.235], [1.173, 6.618, -2.359], [2.004, 6.130, -2.381], [0.639, -0.004, -0.541], [0.384, -0.963, 0.629], [-0.042, -0.515, -0.096], [0.690, -2.246, 3.373], [-0.835, -2.340, 3.804], [0.080, -2.508, 4.053], [-3.860, -0.226, 1.731], [-4.079, -0.224, 3.380], [-3.444, -0.247, 2.617], [-4.765, -2.465, -2.576], [-4.495, -2.970, -1.817], [-3.505, -3.643, -3.214], [-2.370, -4.436, -4.112], [-2.555, -3.780, -3.408], [-4.701, -1.985, 0.587], [-3.841, -0.928, -0.008], [-4.671, -0.988, 0.593], [0.125, 2.437, 1.461], [1.436, 1.747, 1.874], [0.617, 2.247, 2.274], [1.045, -3.513, 2.068], [2.299, -2.934, 1.604], [1.424, -2.675, 1.833], [-4.515, 3.430, -1.868], [-3.295, 2.598, -2.105], [-3.769, 3.429, -2.454], [0.325, 4.045, -2.214], [-1.017, 3.310, -2.779], [-0.141, 3.678, -2.974], [4.299, -0.748, -4.668], [4.184, -0.077, -3.991], [0.579, -4.708, 3.934], [-0.128, -5.421, 2.776], [0.750, -5.252, 3.144], [-1.672, 0.900, -2.085], [-2.173, 0.621, -1.268], [-1.526, -2.778, -3.102], [-1.294, -1.840, -1.901], [-0.843, -2.133, -2.666], [-0.209, 1.914, 6.371], [-0.378, 3.411, 5.583], [-0.033, 2.838, 6.318], [5.353, -0.862, 2.797], [4.944, 0.601, 3.405], [5.249, 0.101, 2.601], [0.242, 4.846, 1.906], [0.131, 3.892, 2.992], [-0.125, 4.791, 2.807], [0.060, 0.507, -3.895], [0.252, -0.375, -2.423], [-0.037, 0.406, -2.940], [-2.123, 5.796, -1.754], [-1.290, 5.490, -2.960], [-1.208, 5.948, -2.144], [0.298, -5.667, -3.009], [0.054, -4.552, -2.252], [0.092, -5.523, -2.086], [1.606, -2.667, -1.285], [2.995, -2.711, -0.950], [2.366, -3.246, -1.461], [-3.670, 2.752, 1.452], [-4.071, 4.212, 1.643], [-3.363, 3.590, 1.747], [3.471, -2.440, 2.770], [3.606, -3.997, 3.184], [3.937, -3.256, 2.725], [-3.065, -2.667, 3.730], [-2.505, -2.627, 4.498], [-4.620, -0.037, -3.537], [-3.303, -0.042, -3.133], [-3.881, -0.677, -3.640], [4.791, -0.501, -3.373], [-2.818, 2.648, -5.178], [-1.416, 0.321, -0.691], [-0.474, 3.961, 0.007], [-3.583, -2.698, -1.575], [-2.773, -1.809, 4.931], [-0.904, -0.064, 4.701], [0.057, -0.244, 4.732], [-0.943, 0.137, 3.755], [-2.019, -2.137, 0.638], [-1.847, -1.500, -0.028], [-1.811, -3.040, 0.370], [2.323, -2.042, 5.056], [2.300, -2.091, 4.118], [1.827, -2.845, 5.249], [0.006, -4.980, 0.525], [0.454, -5.819, 0.423], [-0.249, -4.505, -0.235], [5.167, -2.594, -1.288], [5.619, -1.847, -0.934], [5.372, -3.479, -0.984], [3.142, 2.578, 1.742], [3.502, 2.094, 1.015], [3.203, 3.519, 1.592], [2.527, 0.650, -1.506], [1.973, 1.306, -1.986], [3.324, 1.110, -1.680]],
  "e_above_lowest_ev": 9.796
}

---

| no. | LUMO level (eV) | molecular weight (g/mol) | HOMO energy (eV) |
| --- | --- | --- | --- |
| 1 | -0.42 | 720.60 | -9.84 |
| 2 | -0.45 | 720.60 | -9.75 |